Arrangement 1

# C2H6NO2P

One molecule with the formula C2H6NO2P (ωB97M-V/def2-TZVPD, OMol25).

Properties
- SMILES: C[P@@H](=O)C(N)=O
- Frontier orbital gap: 10.285 eV

Last column: Löwdin charge in e.
CARTESIAN COORDINATES (ANGSTROEM)
H1 0.273 -2.252 -0.199  0.03
P1 0.385 -0.822 -0.179  0.69
H2 0.015 1.762 2.490  0.13
O1 1.814 -0.502 -0.104  -0.44
H3 0.351 -0.816 -2.518  0.04
N1 0.264 1.241 1.648  0.12
O2 -1.796 0.313 1.617  0.02
C1 -0.340 -0.384 -1.813  -0.21
H4 -0.165 0.710 -1.663  0.06
H5 -1.322 -0.816 -1.774  0.04
C2 -0.646 0.321 1.269  -0.54
H6 1.167 1.244 1.225  0.07

Arrangement 2

# C2H6NO2P

A 2-piece molecular cluster, C2H6NO2P overall (ωB97M-V/def2-TZVPD, OMol25).

Properties
- Frontier orbital gap (spin up / spin down): 7.210 / 7.301 eV

Last column: Löwdin charge in e.
CARTESIAN COORDINATES (ANGSTROEM)
P1 -1.175 -1.307 -0.521  0.81
H1 -0.177 -1.041 2.658  0.05
H2 -0.583 -0.633 -1.809  -0.01
H3 0.788 1.656 -1.878  0.08
C1 -0.386 -0.373 0.763  -0.47
N1 -0.050 -0.285 1.970  0.01
H4 1.272 1.492 0.254  0.05
H5 -0.317 2.284 0.709  0.05
O1 0.022 1.911 -1.372  -0.09
O2 0.017 -2.502 -0.747  -0.45
H6 0.257 -3.091 -0.005  0.05
C2 0.332 1.889 -0.021  -0.07

Arrangement 3

# C2H6NO2P

One molecule with the formula C2H6NO2P (ωB97M-V/def2-TZVPD, OMol25).

Properties
- SMILES: [H]/N=C(/CO)PO
- Frontier orbital gap: 9.483 eV

Last column: Löwdin charge in e.
CARTESIAN COORDINATES (ANGSTROEM)
H1 -1.585 -0.317 -1.352  0.14
N1 0.315 -1.811 0.227  0.06
H2 -2.476 -0.804 0.270  0.14
H3 -1.222 1.771 -0.446  0.05
C1 -1.610 -0.141 -0.151  -0.25
H4 2.707 0.177 -0.867  0.04
C2 -0.051 -0.600 0.133  -0.52
H5 0.869 0.974 1.519  -0.02
O1 -1.790 1.245 0.189  -0.18
P1 1.014 1.013 0.114  0.87
H6 1.410 -1.762 0.329  0.08
O2 2.420 0.254 0.035  -0.39

Name the least stable of them. arrangement 2.

Arrangement 1

# H2NO4S

A 2-piece molecular cluster, H2NO4S overall (ωB97M-V/def2-TZVPD, OMol25).

Properties
- Charge: -1
- Frontier orbital gap: 7.486 eV

Last column: Löwdin charge in e.
CARTESIAN COORDINATES (ANGSTROEM)
H1 -0.416 -0.114 -0.576  0.09
N1 -2.729 0.197 0.424  -0.30
O1 -1.508 -0.143 0.528  -0.23
H2 1.778 -0.774 1.945  0.07
O2 2.154 -0.917 0.988  -0.54
O3 0.628 0.132 -0.995  -0.61
O4 -3.086 0.794 -0.632  -0.20
S1 1.826 0.393 0.006  0.72

Arrangement 2

# H2NO4S

An isolated ion of composition H2NO4S and charge -1 (ωB97M-V/def2-TZVPD, OMol25).

Properties
- Charge: -1
- Frontier orbital gap: 8.403 eV

Last column: Löwdin charge in e.
CARTESIAN COORDINATES (ANGSTROEM)
S1 -1.289 -0.106 -0.208  0.72
H1 0.497 1.728 0.158  0.06
H2 0.534 -1.643 0.325  0.02
O1 1.093 -1.293 -0.366  -0.16
N1 0.548 -0.191 -0.947  -0.24
O2 -1.104 -0.908 1.089  -0.58
O3 -1.579 1.340 0.038  -0.57
O4 1.300 1.072 -0.088  -0.26

Name the least stable of them. arrangement 2.

Arrangement 1

# C3H3Br2F

C3H3Br2F as an isolated structure (ωB97M-V/def2-TZVPD, OMol25).

Properties
- Frontier orbital gap (spin up / spin down): 8.855 / 7.407 eV

Last column: Löwdin charge in e.
CARTESIAN COORDINATES (ANGSTROEM)
H1 0.471 -0.900 -1.066  0.07
H2 1.334 0.670 1.478  0.11
Br1 -1.796 1.620 0.522  0.62
H3 0.929 0.961 -1.197  0.13
C1 0.374 0.115 -0.671  -0.34
Br2 -2.052 -1.372 -0.327  0.69
C2 -1.205 0.252 -0.648  -1.12
F1 0.915 -1.294 1.218  -0.03
C3 1.029 -0.052 0.691  -0.14

Arrangement 2

# C3H3Br2F

C3H3Br2F as an isolated structure (ωB97M-V/def2-TZVPD, OMol25).

Properties
- Frontier orbital gap (spin up / spin down): 8.666 / 8.078 eV

Last column: Löwdin charge in e.
CARTESIAN COORDINATES (ANGSTROEM)
Br1 -2.269 -0.148 0.429  0.76
F1 1.036 0.264 -1.588  -0.09
C1 0.451 -1.158 1.206  0.08
C2 -0.548 -0.205 -0.104  -0.74
H1 1.546 -1.268 1.110  0.01
C3 -0.043 0.912 -0.996  -0.75
Br2 0.646 2.429 0.146  0.62
H2 -0.059 -2.085 1.545  0.01
H3 -0.760 1.260 -1.748  0.09

Name the least stable of them. arrangement 2.

Arrangement 1

# C3H7NS

A 3-piece molecular cluster, C3H7NS overall (ωB97M-V/def2-TZVPD, OMol25).

Properties
- Frontier orbital gap: 9.147 eV

Last column: Löwdin charge in e.
CARTESIAN COORDINATES (ANGSTROEM)
H1 -0.187 0.181 1.509  0.06
H2 -2.566 1.066 0.467  0.10
C1 -1.753 0.457 -0.029  -0.54
H3 0.665 0.216 -1.254  0.07
H4 -1.801 0.918 -1.077  0.09
H5 1.177 1.463 -0.136  0.11
C2 -0.375 0.267 0.489  -0.58
H6 1.539 -1.463 1.284  0.21
N1 1.939 -0.783 0.090  -0.13
S1 -1.347 -1.234 -0.042  0.78
C3 0.927 0.402 -0.213  -0.37
H7 1.782 -1.490 -1.088  0.19

Arrangement 2

# C3H7NS

One molecule with the formula C3H7NS (ωB97M-V/def2-TZVPD, OMol25).

Properties
- SMILES: CC(C)=[NH+][S-]
- Frontier orbital gap: 7.962 eV

Last column: Löwdin charge in e.
CARTESIAN COORDINATES (ANGSTROEM)
H1 1.352 1.454 0.430  0.02
N1 0.625 1.202 -0.231  -0.17
C1 0.037 0.044 0.000  -0.39
H2 -0.614 -0.665 -1.895  0.10
H3 1.383 -0.453 1.585  0.08
S1 0.914 3.053 -1.340  0.06
C2 -1.035 -0.414 -0.918  -0.03
H4 -1.554 -1.285 -0.526  0.08
H5 -0.320 -0.719 1.950  0.10
H6 0.513 -1.830 0.866  0.09
C3 0.437 -0.787 1.168  -0.03
H7 -1.738 0.399 -1.090  0.09

Name the least stable of them. arrangement 1.

Arrangement 1

# C3H7NS

One molecule with the formula C3H7NS (ωB97M-V/def2-TZVPD, OMol25).

Properties
- SMILES: CCC(N)=S
- Frontier orbital gap: 8.806 eV

Last column: Löwdin charge in e.
CARTESIAN COORDINATES (ANGSTROEM)
H1 -1.696 -1.676 0.179  0.05
H2 1.822 0.534 0.978  0.14
H3 -0.739 -1.259 -1.271  0.04
H4 0.179 -1.896 0.024  0.10
C1 -0.786 -1.364 -0.185  -0.14
H5 1.929 2.061 0.200  0.08
H6 -0.556 0.020 1.457  0.11
H7 -1.602 0.378 0.051  0.09
C2 0.411 0.877 -0.278  -0.87
C3 -0.676 -0.009 0.386  -0.29
N1 1.409 1.273 0.405  0.08
S1 0.305 1.061 -1.945  0.61

Arrangement 2

# C3H7NS

One molecule with the formula C3H7NS (ωB97M-V/def2-TZVPD, OMol25).

Properties
- SMILES: CC(C)=NS
- Frontier orbital gap: 9.611 eV

Last column: Löwdin charge in e.
CARTESIAN COORDINATES (ANGSTROEM)
C1 0.194 -0.283 1.573  -0.05
H1 -0.070 -1.357 1.739  0.11
S1 -1.575 1.070 -1.746  0.74
N1 -1.038 0.873 -0.130  -0.31
H2 1.086 -1.475 -0.660  0.06
H3 -2.706 1.669 -1.839  -0.21
H4 1.864 0.103 -0.589  0.12
C2 -0.151 0.025 0.200  -0.56
H5 -0.250 0.356 2.341  0.09
H6 0.554 -0.345 -1.793  0.05
C3 0.892 -0.449 -0.728  -0.08
H7 1.201 -0.186 1.632  0.04

Arrangement 3

# C3H7NS

One molecule with the formula C3H7NS (ωB97M-V/def2-TZVPD, OMol25).

Properties
- SMILES: CCNC=S
- Frontier orbital gap: 9.063 eV

Last column: Löwdin charge in e.
CARTESIAN COORDINATES (ANGSTROEM)
H1 0.649 -1.539 0.176  0.07
S1 -3.270 -0.123 -0.095  0.56
H2 1.159 1.498 -0.129  0.14
H3 0.686 0.726 1.255  0.11
H4 2.229 -0.767 0.123  0.07
H5 -0.905 1.407 -0.945  0.15
N1 -0.763 0.704 -0.220  -0.08
C1 0.598 0.574 0.187  -0.29
C2 1.227 -0.715 -0.230  -0.08
C3 -1.668 -0.134 0.249  -0.77
H6 1.238 -0.863 -1.295  0.08
H7 -1.181 -0.765 0.924  0.05

Arrangement 4

# C3H7NS

One molecule with the formula C3H7NS (ωB97M-V/def2-TZVPD, OMol25).

Properties
- SMILES: CN(C)C=S
- Frontier orbital gap: 9.152 eV

Last column: Löwdin charge in e.
CARTESIAN COORDINATES (ANGSTROEM)
S1 -0.872 -2.639 -0.074  0.60
H1 -0.851 1.758 -0.082  0.09
C1 0.698 -0.242 1.111  -0.09
H2 -0.530 1.082 -1.648  0.09
C2 -0.732 -1.125 -0.661  -0.69
N1 -0.117 -0.073 -0.059  -0.31
H3 0.653 -1.248 1.447  0.01
H4 0.831 1.672 -0.633  0.09
H5 0.287 0.349 1.965  0.10
H6 -1.000 -0.808 -1.656  0.06
H7 1.774 0.066 0.936  0.11
C3 -0.139 1.208 -0.645  -0.07

Name the least stable of them. arrangement 2.

Arrangement 1

# C2H3BrN2S

C2H3BrN2S as an isolated structure (ωB97M-V/def2-TZVPD, OMol25).

Properties
- Frontier orbital gap (spin up / spin down): 5.399 / 7.974 eV

Last column: Löwdin charge in e.
CARTESIAN COORDINATES (ANGSTROEM)
N1 -1.355 0.078 0.215  -0.60
Br1 2.937 0.585 -0.085  0.31
H1 -1.879 0.638 0.954  0.12
C1 -0.044 0.464 -0.195  -0.38
H2 0.423 1.427 0.381  0.13
C2 0.819 -0.722 -0.014  -0.60
S1 -1.934 -1.319 -0.197  0.72
N2 0.922 -1.840 0.265  0.17
H3 0.111 0.688 -1.323  0.14

Arrangement 2

# C2H3BrN2S

C2H3BrN2S as an isolated structure (ωB97M-V/def2-TZVPD, OMol25).

Properties
- Frontier orbital gap: 10.982 eV

Last column: Löwdin charge in e.
CARTESIAN COORDINATES (ANGSTROEM)
S1 1.313 -0.092 1.535  0.98
N1 0.918 -0.564 0.049  -0.31
C1 -0.349 -0.365 -0.053  -0.43
H1 0.507 -0.520 -2.809  -0.28
H2 -0.693 -0.600 -1.078  0.06
Br1 0.281 0.773 -3.370  0.34
H3 -0.660 0.781 2.877  0.10
N2 -1.083 0.139 0.956  0.01
C2 -0.234 0.447 1.892  -0.49

Arrangement 3

# C2H3BrN2S

A 2-piece molecular cluster, C2H3BrN2S overall (ωB97M-V/def2-TZVPD, OMol25).

Properties
- Frontier orbital gap (spin up / spin down): 7.301 / 6.234 eV

Last column: Löwdin charge in e.
CARTESIAN COORDINATES (ANGSTROEM)
N1 -0.297 0.892 -0.817  -0.09
C1 -0.631 -0.439 -0.985  -0.55
S1 0.329 -1.448 0.048  0.94
H1 1.081 0.246 1.779  0.11
H2 2.120 0.273 0.647  0.04
H3 -1.257 -0.595 -1.795  0.03
Br1 -3.032 -0.206 0.413  -0.07
C2 1.144 0.069 0.696  -0.42
N2 0.544 1.208 0.013  0.01

Name the least stable of them. arrangement 1.